No. 1
{"formula": "C33H40FN6O10PSbScSe4", "method": "the ωB97M-V functional and the def2-TZVPD basis", "symbols": ["Sc", "O", "C", "O", "C", "C", "C", "C", "C", "N", "C", "O", "O", "H", "H", "H", "H", "H", "C", "C", "N", "C", "C", "C", "O", "O", "C", "O", "C", "C", "C", "F", "C", "C", "C", "N", "C", "C", "N", "C", "C", "H", "H", "H", "H", "H", "H", "H", "H", "H", "H", "H", "H", "H", "H", "H", "H", "H", "H", "Se", "Sb", "Se", "Se", "Se", "O", "C", "N", "C", "O", "C", "C", "C", "C", "N", "C", "H", "H", "H", "H", "H", "H", "H", "H", "C", "P", "C", "C", "O", "H", "H", "H", "H", "H", "H", "H", "H", "H"], "xyz": [[-0.02409, -0.11818, -1.38048], [0.85525, 3.25437, 1.61913], [0.85441, 2.08387, 1.00251], [0.94664, 1.94161, -0.18156], [0.65440, 0.91813, 1.92135], [0.39201, 1.03786, 3.26219], [0.02484, -0.10814, 3.95885], [-0.14016, -1.27902, 3.26349], [0.11223, -1.27709, 1.90190], [0.53595, -0.21465, 1.26143], [-0.29942, -2.36389, 0.95775], [-0.55926, -3.58388, 1.42239], [-0.41975, -2.15097, -0.21027], [0.81837, 3.93878, 0.94323], [0.48130, 1.99206, 3.75053], [-0.21293, -0.05163, 5.01237], [-0.51928, -2.15940, 3.77609], [-0.49432, -3.59748, 2.38375], [-6.01798, 3.46045, -4.80901], [-5.01962, 3.58570, -3.66376], [-4.17745, 2.37916, -3.47677], [-2.88300, 2.42451, -3.80016], [-2.01088, 1.39752, -3.59631], [-0.56277, 1.69180, -3.78124], [-0.17831, 2.34824, -4.73876], [0.22128, 1.22596, -2.83583], [-2.46517, 0.16839, -3.06605], [-1.67853, -0.80276, -2.79534], [-3.87940, 0.09413, -2.79089], [-4.41033, -1.06668, -2.21212], [-5.66821, -1.06997, -1.72484], [-6.14691, -2.19694, -1.16405], [-6.47127, 0.08457, -1.74276], [-5.98990, 1.18382, -2.39352], [-4.69192, 1.21621, -2.90894], [-7.75092, 0.20372, -1.09604], [-7.85289, 1.26384, -0.04991], [-9.30430, 1.81078, -0.09180], [-10.11131, 0.82987, -0.91049], [-9.93865, -0.56675, -0.36122], [-8.46153, -0.99255, -0.63520], [-6.62273, 4.37171, -4.87698], [-6.69032, 2.61041, -4.67078], [-5.49761, 3.32401, -5.75852], [-5.48440, 3.79840, -2.71187], [-4.33447, 4.39944, -3.86782], [-2.51958, 3.35722, -4.20996], [-3.77762, -1.93168, -2.07191], [-6.58974, 2.08521, -2.38098], [-7.10856, 2.05562, -0.21433], [-7.61166, 0.85603, 0.93028], [-9.38330, 2.78673, -0.56935], [-9.74628, 1.85926, 0.89936], [-9.63437, 0.81303, -1.81547], [-11.08195, 1.09934, -1.00991], [-10.65290, -1.21516, -0.85498], [-10.16470, -0.53114, 0.70090], [-8.43034, -1.76247, -1.39796], [-8.02307, -1.38514, 0.28025], [-2.76207, 2.51885, 3.13960], [-3.75260, 1.49148, 1.16647], [-1.84678, 0.65955, -0.26668], [-5.03037, -0.52439, 1.74581], [-5.01695, 3.15137, -0.15051], [2.59536, 4.81252, -4.75080], [2.63094, 3.48032, -5.27912], [2.76532, 2.46248, -4.26674], [3.89511, 1.71195, -4.12470], [4.87403, 1.77693, -4.85712], [3.86096, 0.72087, -2.99279], [4.55695, -0.46415, -3.13892], [4.52588, -1.38918, -2.11299], [3.76060, -1.10291, -0.99815], [3.11179, 0.05269, -0.80937], [3.20897, 0.96505, -1.78914], [1.85008, 4.87807, -4.14900], [3.50193, 3.42828, -5.91013], [1.73545, 3.27089, -5.84691], [1.92012, 2.13531, -3.81534], [5.09943, -0.64191, -4.06059], [5.06635, -2.32554, -2.17962], [3.67293, -1.82849, -0.19507], [2.73977, 1.92202, -1.59926], [2.00009, -3.71507, -3.72538], [0.62398, -2.63465, -3.39144], [-0.67459, -3.72053, -2.87993], [0.18792, -1.94406, -4.96321], [1.04873, -1.57693, -2.35856], [1.68451, -4.54714, -4.36281], [2.38072, -4.10220, -2.77939], [2.79329, -3.15243, -4.22224], [-0.91779, -4.38112, -3.71888], [-1.54287, -3.13522, -2.59262], [-0.33704, -4.30612, -2.02677], [0.26155, -2.71564, -5.73576], [0.88189, -1.13042, -5.18522], [-0.82138, -1.54829, -4.92056]], "mulliken_charge": [-0.8899, -0.5088, 0.0315, -0.0262, 0.4123, -0.9053, -0.8236, -1.0992, 1.1662, 0.5613, 0.5669, -0.4961, 0.1061, 0.3953, 0.6562, 0.4089, 0.2624, 0.2962, -1.1226, -0.7626, 0.5482, -0.0667, 0.2751, 0.4018, -0.6682, -0.1988, -0.7640, -0.4516, 1.0546, -0.6437, 0.7309, -0.3963, -1.1492, -1.0242, 0.0316, 0.2216, 0.9218, -1.1585, -0.1230, -0.6713, -0.7188, 0.4156, 0.2678, 0.3401, 0.2096, 0.4649, 0.5480, 0.2946, 0.9209, -0.7649, 0.2880, 0.4330, 0.3730, 0.3941, 0.2868, 0.3535, 0.3267, 0.5366, 0.4361, -0.6515, 0.8946, 0.1170, -0.7716, -0.6612, -0.5561, -0.5627, 0.2183, 0.2312, -0.7107, 0.5097, -0.4187, -0.8070, -0.3382, -0.2943, -0.6503, 0.3089, 0.4310, 0.2941, -0.1240, 0.4994, 0.4699, 0.4536, 0.8815, -1.3366, 1.5886, -0.9112, -1.1584, -0.1318, 0.4279, 0.3219, 0.3538, 0.4963, -0.1910, 0.3575, 0.5016, 0.2264, 0.1874], "homo_lumo_gap_ev": 5.03, "lumo_energy_ev": -0.735}



No. 2
{"formula": "C33H40IrN2O7P2S", "method": "the ωB97M-V functional and the def2-TZVPD basis", "symbols": ["Ir", "O", "C", "O", "C", "C", "C", "C", "C", "C", "P", "C", "C", "C", "C", "C", "C", "C", "C", "C", "C", "C", "C", "H", "H", "H", "H", "H", "H", "H", "H", "H", "H", "H", "H", "H", "H", "C", "C", "N", "C", "C", "N", "C", "O", "O", "C", "O", "O", "H", "H", "H", "H", "H", "C", "S", "C", "O", "H", "H", "H", "H", "H", "H", "C", "C", "P", "C", "C", "C", "C", "H", "H", "H", "H", "H", "H", "H", "H", "H", "H", "H", "H", "H", "H", "H"], "xyz": [[-0.28198, 0.86278, -0.16902], [3.66542, 0.93468, -0.03952], [2.97852, 0.01548, -0.42992], [1.76422, 0.12038, -0.87072], [3.46232, -1.40482, -0.46332], [4.81242, -1.71292, -0.51722], [5.19172, -3.04022, -0.63582], [4.22792, -4.03672, -0.68282], [2.87902, -3.72742, -0.59812], [2.48622, -2.39832, -0.48872], [0.73222, -1.91202, -0.40372], [0.02702, -2.84392, 0.98818], [0.86542, -3.44242, 1.92998], [0.31222, -4.11072, 3.00728], [-1.06468, -4.15632, 3.17588], [-1.89848, -3.51152, 2.27058], [-1.35488, -2.84382, 1.18998], [0.02962, -2.46982, -1.97622], [0.28682, -1.75172, -3.14162], [-0.17398, -2.22492, -4.35692], [-0.89698, -3.40792, -4.41562], [-1.17198, -4.10742, -3.25122], [-0.71988, -3.64222, -2.02882], [5.54322, -0.91982, -0.47312], [6.23762, -3.29622, -0.68952], [4.52982, -5.06812, -0.77722], [2.13672, -4.51062, -0.63402], [1.93852, -3.41312, 1.80458], [0.96272, -4.59472, 3.71968], [-1.48608, -4.68582, 4.01668], [-2.96738, -3.53052, 2.42078], [-1.98578, -2.32432, 0.48428], [0.84162, -0.82742, -3.07962], [0.03402, -1.67552, -5.26122], [-1.24048, -3.78392, -5.36652], [-1.73488, -5.02652, -3.29562], [-0.93348, -4.19772, -1.12842], [1.29232, -0.07322, 3.25788], [-0.00318, 0.63028, 3.18488], [-0.64398, 0.92998, 2.06178], [-1.78278, 1.60938, 2.40358], [-1.82728, 1.72098, 3.77188], [-0.69808, 1.09808, 4.23178], [-2.73458, 2.39478, 4.76248], [-3.82778, 2.93528, 4.31678], [-2.37298, 2.39078, 5.90998], [-2.73868, 2.06758, 1.35088], [-3.80138, 2.57038, 1.68858], [-2.36178, 1.85388, 0.15188], [1.64062, -0.29062, 2.25058], [1.20412, -1.00222, 3.81828], [2.03302, 0.54828, 3.75978], [-0.48198, 1.05138, 5.22168], [-3.97698, 2.87118, 3.32908], [-4.39808, -0.44962, -0.18232], [-3.25398, 0.11208, -1.48602], [-3.77708, -1.13622, -2.72512], [-1.89468, -0.44672, -1.08892], [-5.39578, -0.12332, -0.45872], [-4.12828, 0.01758, 0.75888], [-4.37528, -1.53082, -0.09272], [-4.83768, -0.99582, -2.90182], [-3.56898, -2.13382, -2.35252], [-3.23128, -0.97312, -3.64802], [2.59702, 4.13018, -2.93982], [1.91272, 2.83118, -2.51252], [0.78202, 3.00428, -1.06102], [-0.30868, 4.41268, -1.56972], [-1.51328, 4.69058, -0.69052], [1.92402, 3.63218, 0.24608], [1.32502, 3.76048, 1.63828], [3.28182, 3.90838, -3.75552], [3.18912, 4.56168, -2.13772], [1.88812, 4.87428, -3.29812], [2.67182, 2.09608, -2.23362], [1.33352, 2.42878, -3.34852], [-0.64398, 4.18388, -2.58442], [0.34192, 5.29138, -1.60382], [-2.14798, 3.81208, -0.61632], [-2.10818, 5.49038, -1.12872], [-1.22228, 4.99918, 0.30908], [2.28862, 4.60708, -0.08852], [2.76612, 2.92908, 0.27008], [0.52792, 4.49888, 1.66718], [2.09792, 4.07168, 2.33878], [0.92492, 2.80518, 1.97208]], "mulliken_charge": [3.4288, -0.6694, 0.0617, -0.0824, -0.2087, -0.5124, -0.6905, -0.7857, -0.0975, -0.1603, 1.2899, 0.6333, -0.6678, -0.7282, -0.7030, -0.7260, -0.6096, 1.0301, -0.5034, -0.8441, -0.6461, -0.6899, -0.6830, 0.5650, 0.4554, 0.4728, 0.5723, 0.4884, 0.4889, 0.4568, 0.4956, 0.3404, 0.4489, 0.4883, 0.4612, 0.4871, 0.4458, -1.1775, -0.4281, -0.2053, -0.2122, 0.1665, 0.0465, 0.4977, -0.5364, -0.5759, 0.9365, -0.9092, -0.5682, -0.1211, 0.4306, 0.4742, 0.2783, 0.3955, -1.0644, 0.5642, -0.9864, -0.7270, 0.5375, 0.2114, 0.3906, 0.5114, 0.2726, 0.3449, -1.4258, -0.2263, 0.3612, -0.5541, -1.0641, -0.6675, -1.0620, 0.4205, 0.3571, 0.3676, 0.1025, 0.4627, 0.4603, 0.5655, 0.0148, 0.4659, 0.2581, 0.6011, 0.2201, 0.3147, 0.4822, -0.1042], "homo_lumo_gap_ev": [8.93, 5.76], "lumo_energy_ev": [-5.029, -8.925], "spin_multiplicity": 6, "total_charge": 2}



For the records above, the corresponding largest force on an atom values read 3.626; 2.586 eV/A.
For the records above, the corresponding relative energy (zero: lowest compared OMol25 entry of this formula, charge and spin) values read 3.139; 2.024 eV.